1.
C40H33BiBrN12O2S as an isolated structure at a distorted geometry. Source: OMol25; level of theory: wB97M-V/def2-TZVPD.

```
90
C40H33BiBrN12O2S | OMol25 | wB97M-V/def2-TZVPD
Bi -7.73 -17.70 11.37
C -10.54 -19.93 14.73
C -9.68 -19.76 13.70
N -9.63 -18.62 13.07
C -10.57 -17.65 13.40
C -11.45 -17.82 14.47
N -11.40 -18.98 15.08
C -10.58 -16.44 12.59
C -11.20 -15.30 12.99
C -11.14 -14.15 12.19
C -10.43 -14.24 11.03
C -9.99 -15.45 10.57
N -10.00 -16.52 11.38
C -9.56 -15.71 9.21
C -9.77 -14.77 8.18
N -9.38 -14.94 6.92
C -8.81 -16.15 6.66
C -8.63 -17.14 7.66
N -8.88 -16.90 8.96
C -11.81 -12.89 12.55
C -11.96 -12.54 13.93
C -12.57 -11.28 14.21
N -13.00 -10.43 13.28
C -12.71 -10.73 12.02
C -12.17 -11.94 11.57
H -10.58 -20.86 15.35
H -9.01 -20.55 13.34
H -12.30 -17.22 14.73
H -11.70 -15.17 13.96
H -10.23 -13.35 10.39
H -10.36 -13.82 8.33
H -8.60 -16.35 5.64
H -8.27 -18.09 7.37
H -11.49 -13.12 14.69
H -12.86 -10.98 15.23
H -12.88 -9.92 11.32
H -12.09 -12.17 10.45
C -3.68 -15.68 10.44
C -4.95 -16.40 10.12
N -6.15 -16.14 10.66
N -6.28 -15.03 11.51
C -6.93 -15.04 12.74
N -7.22 -13.82 13.32
S -7.21 -16.52 13.57
C -5.05 -17.59 9.37
C -4.08 -17.93 8.47
C -4.08 -19.17 7.88
C -5.20 -20.10 8.07
C -6.06 -19.67 9.02
N -5.99 -18.52 9.71
H -3.90 -15.10 11.31
H -3.26 -15.05 9.65
H -2.80 -16.41 10.64
H -6.05 -14.01 11.17
H -6.72 -12.95 13.00
H -7.57 -13.93 14.29
H -3.33 -17.19 8.15
H -3.21 -19.49 7.31
H -5.27 -21.08 7.53
H -6.89 -20.32 9.46
C -5.01 -22.50 13.20
O -5.89 -22.25 14.39
C -6.66 -23.30 15.00
C -6.27 -24.62 15.04
C -7.00 -25.50 15.82
Br -6.58 -27.30 15.82
C -8.07 -25.06 16.57
C -8.52 -23.71 16.48
C -7.84 -22.82 15.66
O -8.16 -21.47 15.49
C -9.66 -23.23 17.22
N -10.42 -22.19 16.88
C -11.53 -22.27 17.70
C -12.67 -21.42 17.73
C -13.61 -21.61 18.71
C -13.43 -22.66 19.60
C -12.40 -23.63 19.58
C -11.46 -23.42 18.61
N -10.22 -23.93 18.23
H -4.18 -22.96 13.64
H -4.85 -21.47 12.76
H -5.61 -23.17 12.54
H -5.35 -24.96 14.56
H -8.49 -25.75 17.33
H -7.30 -21.18 15.07
H -12.69 -20.59 17.08
H -14.50 -20.91 18.74
H -14.24 -22.82 20.25
H -12.21 -24.27 20.45
H -9.78 -24.78 18.69
```

Its net charge is +3. The energy comes out at -5537.416461 Ha. As for the highest occupied orbital energy: -12.49 eV. As for the HOMO-LUMO gap: 2.17 eV. For the relative energy (zero: lowest compared OMol25 entry of this formula, charge and spin), the calculation gives 378.3 kJ/mol. The lowest unoccupied orbital energy is -10.318 eV.



2.
C10H17Cl2NPb as an isolated structure at a distorted geometry. Source: OMol25; level of theory: wB97M-V/def2-TZVPD.

```
31
C10H17Cl2NPb | OMol25 | wB97M-V/def2-TZVPD
Pb -0.59 1.02 -0.51
Cl 0.67 3.16 0.34
Cl -3.15 0.47 -0.44
C -1.07 1.82 -2.35
H -1.53 1.24 -3.16
H -0.53 2.74 -2.77
C 1.01 -0.94 -1.52
C 0.86 0.33 -1.95
H 0.14 -1.61 -1.59
C 2.12 1.36 -1.80
H 0.26 0.65 -3.02
C 3.37 0.58 -2.07
H 1.94 2.17 -2.53
H 2.17 1.87 -0.82
C 3.52 -0.63 -1.15
H 3.32 0.24 -3.11
H 4.24 1.21 -1.96
C 2.27 -1.53 -1.04
H 4.37 -1.25 -1.49
H 3.77 -0.30 -0.14
H 2.47 -2.49 -1.55
H 2.18 -1.84 0.01
C -3.83 -1.07 4.83
C -3.83 -0.87 3.30
C -2.51 -0.68 2.73
N -1.44 -0.53 2.27
H -3.24 -1.96 5.09
H -4.84 -1.21 5.21
H -3.38 -0.20 5.33
H -4.29 -1.74 2.82
H -4.45 0.01 3.04
```

The energy comes out at -1558.997930 Ha. As for the highest occupied orbital energy (spin up / spin down): -7.93 / -7.83 eV. As for the HOMO-LUMO gap (spin up / spin down): 7.14 / 5.61 eV. For the relative energy (zero: lowest compared OMol25 entry of this formula, charge and spin), the calculation gives 251.5 kJ/mol. The lowest unoccupied orbital energy (spin up / spin down) is -0.793 / -2.223 eV.